# 1
The following is a DFT calculation (the ωB97M-V functional and the def2-TZVPD basis) of a structure of composition CuFH10O5.

Cartesian coordinates (Å):
Cu -9.395000 -26.644000 6.054000
F -7.534000 -26.611000 5.441000
O -9.869000 -25.443000 4.427000
H -10.720000 -25.095000 4.216000
H -9.492000 -25.561000 3.581000
O -8.916000 -24.902000 7.179000
H -8.588000 -24.151000 6.570000
H -9.734000 -24.560000 7.590000
O -7.157000 -27.638000 3.144000
H -7.460000 -26.840000 2.689000
H -7.187000 -27.292000 4.108000
O -5.665000 -24.666000 5.802000
H -4.889000 -24.689000 5.229000
H -6.276000 -25.366000 5.538000
O -5.454000 -27.523000 6.668000
H -6.357000 -27.283000 6.274000
H -4.816000 -27.293000 5.999000

Forces on atoms 1 to 6 (eV/Å):
2.21 0.93 -0.60
-2.18 0.08 1.14
-0.22 -0.22 1.50
-1.37 0.53 0.05
1.25 -0.53 -1.59
-0.46 1.02 -1.17

E_HOMO (spin up / spin down) = -14.436 / -13.490 eV
Net charge = +1
2S+1 = 2
DFT total energy = -57747.028 eV
LUMO level (spin up / spin down) = -6.38 / -9.65 eV
Orbital gap (spin up / spin down) = 8.059 / 3.841 eV

These are the Mulliken partial charges, in e, on atoms 1 to 2: Cu 0.620; F -0.177

=====

# 2
The following is a DFT calculation (the ωB97M-V functional and the def2-TZVPD basis) of the ion C4H13N3O5P with charge +1.

Cartesian coordinates (Å):
O -0.301775 -3.298628 1.315084
P -1.646135 -2.657283 0.720530
O -2.039866 -3.554316 -0.726401
O -3.002664 -2.929266 1.835092
C -1.466692 -0.768343 0.400555
N -0.017119 -0.356280 0.537983
C 0.649275 -0.075717 -0.788914
N 0.189024 -0.633297 -2.136118
O -0.489697 0.313426 -2.805384
N 1.798186 0.723021 -0.857212
C 2.452294 1.399367 0.325260
C 1.735575 2.888216 0.579961
O 0.819005 2.891838 1.740074
H -2.733890 -4.226680 -0.413137
H -3.576581 -2.104177 1.885202
H -1.952192 -0.397771 -0.597885
H -2.071036 -0.232895 1.278929
H -0.045187 0.498257 1.163215
H -0.339201 -1.525403 -2.032243
H 0.138735 1.114488 -2.875959
H 2.261302 0.880647 -1.802009
H 3.585742 1.661235 0.057427
H 2.409117 0.791599 1.326293
H 2.564213 3.709550 0.821678
H 1.199826 3.223308 -0.423119
H -0.120262 2.665103 1.471096

Forces on atoms 1 to 6 (eV/Å):
-5.34 3.22 -2.36
3.02 -5.07 2.41
-1.13 1.41 3.49
1.85 2.39 -2.75
-1.57 0.61 0.14
0.08 2.17 -3.68

E_HOMO = -13.552 eV
Net charge = +1
SMILES string = O=P(O)(O)CN/C(NO)=[NH+]\CCO
DFT total energy = -28344.589 eV
LUMO level = -4.89 eV
Orbital gap = 8.661 eV

These are the Mulliken partial charges, in e, on atoms 1 to 2: O -0.594; P 1.038

=====

- What is the net charge in the second record?
  +1